## one
{"formula": "C2HNO3S", "method": "ωB97M-V/def2-TZVPD", "homo_lumo_gap_ha": 0.3555, "e_homo_ev": -10.47, "smiles": "O=C=NC(=O)OS", "elements": ["O", "C", "N", "C", "O", "O", "S", "H"], "positions_angstrom": [[-4.003, -1.449, -1.402], [-2.879, -1.674, -1.588], [-1.831, -2.067, -2.004], [-0.161, -1.496, -1.585], [0.793, -2.067, -1.869], [-0.402, -0.323, -1.023], [0.942, 0.604, -0.553], [1.794, -0.462, -0.640]]}

## two
{"formula": "C2HNO3S", "method": "ωB97M-V/def2-TZVPD", "homo_lumo_gap_ha": 0.3257, "e_homo_ev": -10.49, "elements": ["C", "C", "N", "O", "O", "O", "S", "H"], "positions_angstrom": [[-1.035, -0.472, -0.068], [-0.559, 0.964, 0.013], [0.969, 0.824, -0.341], [-0.315, -1.419, -0.270], [-1.168, 1.956, 0.217], [2.411, -0.813, 0.828], [1.817, -0.442, -0.432], [-2.120, -0.599, 0.054]]}

What are the relative energies? In kJ/mol: one 0.0; two 53.0.

## one
{"formula": "H5O2S", "method": "ωB97M-V/def2-TZVPD", "homo_lumo_gap_ha": 0.2696, "e_homo_ev": -3.23, "charge": -1, "elements": ["S", "H", "H", "H", "O", "H", "H", "O"], "positions_angstrom": [[-1.614, 0.404, 0.134], [-2.699, 1.267, 0.083], [0.175, -0.978, -0.925], [0.274, -2.103, -2.032], [0.765, -1.716, -1.296], [1.336, 0.569, 1.807], [0.558, 1.098, 0.788], [1.206, 1.458, 1.442]]}

## two
{"formula": "H5O2S", "method": "ωB97M-V/def2-TZVPD", "homo_lumo_gap_ha": 0.2929, "e_homo_ev": -3.56, "charge": -1, "elements": ["S", "H", "H", "H", "O", "H", "H", "O"], "positions_angstrom": [[0.161, 0.776, 0.422], [-0.846, 0.396, 1.161], [-1.539, 0.466, -1.338], [-0.860, 1.580, -1.611], [-1.660, 1.252, -2.016], [1.608, -1.687, 0.720], [0.545, -2.449, 1.187], [1.474, -2.591, 1.158]]}

What are the relative energies? In kJ/mol: one 0.0; two 5.6.